# 1
The following is a quantum chemistry calculation of 7 unconnected molecules or ions with the total composition C8H32N2O7 at a distorted geometry, from the Open Molecules 2025 dataset.

Each line ends with the Mulliken charge.
Positions of all 49 atoms, in Å:
O  2.12  1.52  2.45  -0.30
H  4.32  3.54  -0.29  0.26
N  4.67  2.63  0.00  -0.72
H  5.05  2.24  -0.86  0.25
H  -1.18  0.55  2.11  0.30
H  -1.02  -2.03  -2.79  0.39
H  5.01  0.13  0.68  0.45
H  0.36  0.49  2.15  0.32
H  -0.51  -2.34  -5.66  0.31
C  -1.97  -1.81  -3.30  -0.68
H  2.49  1.23  4.51  0.32
H  2.19  2.91  4.03  0.35
C  -0.61  -1.36  -5.18  -0.73
H  -3.53  1.01  2.33  0.34
C  3.41  1.95  1.95  -0.84
H  -3.08  2.34  1.70  0.29
O  -3.96  -0.90  2.61  -0.66
N  -3.31  -2.23  -1.35  -0.63
C  -2.48  0.02  -1.59  -0.71
H  -0.49  -0.68  -6.02  0.28
H  0.42  -0.34  0.11  0.26
C  4.05  0.31  0.18  -1.58
O  -1.85  -1.11  -4.53  -0.34
H  -2.19  0.75  -2.36  0.39
H  0.30  -1.23  -4.59  0.28
C  1.94  1.87  3.82  -0.82
H  0.98  -0.09  -1.29  0.33
H  2.69  1.90  -0.07  0.19
H  -2.34  -2.79  -3.61  0.30
O  1.03  -0.71  -0.55  -0.57
H  4.13  1.38  2.55  0.32
H  0.87  1.77  4.03  0.26
H  -3.87  -0.94  -2.96  0.28
H  -1.51  -3.04  1.82  0.34
H  -1.57  -0.27  -1.05  -0.27
H  -2.58  -2.48  -0.71  0.18
H  3.41  -0.49  0.55  0.29
H  3.43  3.01  2.22  0.31
O  -0.41  0.15  1.66  -0.62
C  -3.01  -1.19  -2.34  0.43
H  4.18  0.18  -0.89  0.41
H  -3.02  -1.15  2.58  0.37
H  -3.13  0.43  -0.82  0.30
O  -1.33  -2.41  2.52  -0.68
C  3.62  1.76  0.49  0.77
H  -1.06  -1.59  2.07  0.39
O  -2.77  1.61  2.25  -0.67
H  -4.33  -1.44  3.31  0.28
H  -3.53  -3.09  -1.85  0.28

strongest force on any atom = 2.037 eV/Å
lowest unoccupied orbital energy = 0.020 hartree
SMILES = COC[C@H](C)N.COC[C@H](C)N.O.O.O.O.O
energy relative to the best compared isomer or geometry (same formula, charge and spin) = 0.539 eV
total charge = 0

---

# 2
The following is a quantum chemistry calculation of 9 unconnected molecules or ions with the total composition C8H32N7O11 at a distorted geometry, from the Open Molecules 2025 dataset.

Each line ends with the Mulliken charge.
Positions of all 58 atoms, in Å:
H  4.58  -1.92  -3.25  0.20
H  -7.41  2.45  1.96  0.23
O  -0.14  1.66  4.18  -0.49
H  -4.81  2.13  -3.21  0.22
N  5.17  3.63  -0.60  -0.35
N  -1.98  -4.59  3.03  -0.34
C  -6.67  1.84  1.44  -0.53
C  4.53  4.70  -0.94  0.63
H  -2.04  3.03  -1.64  0.15
C  -2.13  -3.94  4.13  0.70
H  4.98  -2.61  1.42  0.25
H  1.26  0.31  5.06  0.25
O  -2.30  -4.46  5.22  -0.71
N  -2.07  -2.67  3.99  -0.35
H  6.24  -1.63  2.11  0.25
H  -1.92  4.55  -2.44  0.18
O  -0.01  0.88  -0.02  -0.67
C  -2.65  -3.49  -3.87  -0.50
H  1.87  1.87  4.51  0.24
H  -1.01  -3.35  -3.07  0.31
N  -3.89  2.33  -2.84  -0.36
H  2.96  3.44  -1.02  0.14
C  4.15  -2.83  -3.67  -0.46
H  6.16  3.76  -0.45  0.21
O  -1.25  -3.33  -3.99  -0.48
O  4.97  5.83  -1.04  -0.66
O  -3.95  4.36  -3.74  -0.69
H  2.66  5.02  -1.73  0.18
H  -1.84  -2.27  3.09  0.16
H  5.91  -1.55  0.41  0.25
C  -3.49  3.53  -3.01  0.65
H  -2.20  -2.16  4.85  0.19
H  5.32  -3.81  -4.88  0.31
H  3.69  -2.64  -4.64  0.26
H  4.68  2.80  -0.29  0.19
C  5.43  -1.62  1.38  -0.59
H  -7.03  0.82  1.35  0.25
H  0.07  1.57  3.25  0.31
H  3.66  -0.79  1.14  0.31
O  4.45  -0.65  1.67  -0.47
H  -4.73  1.46  1.66  0.30
O  0.05  -1.27  0.04  -0.69
H  1.07  1.82  5.95  0.26
H  3.35  -3.31  -3.10  0.20
C  1.02  1.37  4.97  -0.58
H  -3.49  1.71  -2.14  0.19
N  -0.58  -0.22  0.06  1.02
O  -5.41  1.98  2.09  -0.48
O  -1.78  -0.28  0.12  -0.65
H  -6.68  2.27  0.43  0.22
N  -2.44  3.70  -2.29  -0.34
O  5.14  -3.81  -3.94  -0.51
H  -2.95  -2.63  -3.27  0.23
H  -3.04  -3.32  -4.87  0.21
H  -2.08  -5.59  2.94  0.19
H  -2.97  -4.47  -3.50  0.22
H  -1.69  -4.02  2.24  0.16
N  3.26  4.38  -1.24  -0.33

strongest force on any atom = 6.686 eV/Å
lowest unoccupied orbital energy = 0.081 hartree
energy relative to the best compared isomer or geometry (same formula, charge and spin) = 0.072 eV
total charge = -1

---

no.,frontier orbital gap (eV)
1,9.729
2,7.940